{
  "formula": "C25H59FN5O9P2S2",
  "method": "ωB97M-V/def2-TZVPD",
  "multiplicity": 1,
  "total_energy_ha": -3517.3609,
  "charge": 1,
  "homo_energy_ev": -10.22,
  "gap_ev": 5.93,
  "symbols": ["C", "C", "C", "P", "N", "O", "O", "C", "S", "C", "C", "C", "F", "C", "N", "C", "N", "C", "C", "S", "C", "C", "P", "O", "O", "O", "H", "H", "H", "H", "H", "H", "H", "H", "H", "H", "H", "H", "H", "H", "H", "H", "H", "H", "H", "H", "H", "H", "H", "H", "H", "H", "H", "H", "H", "C", "O", "C", "C", "N", "C", "C", "O", "C", "H", "H", "H", "H", "H", "H", "H", "H", "H", "H", "H", "H", "H", "H", "H", "C", "O", "C", "C", "N", "C", "C", "O", "C", "H", "H", "H", "H", "H", "H", "H", "H", "H", "H", "H", "H", "H", "H", "H"],
  "positions_angstrom": [[-2.91797, 1.06915, 1.39620], [-1.77774, 1.59858, 0.68444], [-0.91828, 0.74513, -0.34543], [-2.16362, 0.58456, -1.76981], [-1.62667, -0.25804, -2.98822], [-2.56892, 2.15334, -2.26758], [-3.61810, -0.12470, -1.28649], [0.43679, 1.51162, -0.80046], [0.55876, 2.01947, -2.61014], [0.83339, 2.84095, -0.05559], [1.99871, 3.71446, -0.63792], [3.36777, 3.01508, -0.91461], [4.42646, 3.94515, -0.84876], [1.56453, 0.36121, -0.74603], [0.91814, -0.98586, -0.49127], [0.85270, -1.61265, -1.88121], [2.11536, -2.38735, -2.09067], [-0.30371, -0.61860, 0.25237], [0.03388, -0.21645, 1.76468], [1.21184, -1.37139, 2.61962], [2.78296, -0.38675, 2.70512], [3.66913, -0.77257, 3.95203], [-1.40053, -2.12460, 0.44319], [-2.16109, -2.55370, -0.79753], [-2.55471, -1.95574, 1.65638], [-0.50966, -3.47940, 0.92925], [-2.72522, 0.85088, 2.48463], [-3.92890, 0.94868, 0.94508], [-1.59634, 2.68096, 0.89447], [-2.21026, -1.07263, -3.17755], [-3.43464, 2.36494, -1.87650], [-4.32667, 0.08421, -1.91609], [1.41888, 1.16775, -3.25829], [-0.06748, 3.51919, -0.11517], [1.03424, 2.68929, 1.04597], [1.72116, 4.33470, -1.53302], [2.21645, 4.49229, 0.15563], [3.60569, 2.13435, -0.27024], [3.36043, 2.66843, -1.98745], [2.14460, 0.66728, 0.17111], [2.35219, 0.34753, -1.52889], [1.68320, -1.51136, -0.03983], [0.83969, -0.84808, -2.68929], [0.02651, -2.34117, -2.03780], [2.93730, -1.83453, -1.83328], [2.09249, -3.17976, -1.43492], [0.49286, 0.80675, 1.85035], [-0.87375, -0.22128, 2.42009], [2.53819, 0.70305, 2.80355], [3.41073, -0.56461, 1.79008], [3.88191, -1.87461, 4.01478], [4.67440, -0.27083, 3.88234], [3.22077, -0.41962, 4.91901], [-3.39272, -1.88461, 1.15869], [0.20780, -3.61208, 0.28916], [0.98010, 5.84156, 3.04654], [-0.19663, 5.06347, 2.87448], [-0.82541, 4.69563, 4.10250], [-2.12481, 5.47160, 4.31277], [-1.86218, 6.87607, 4.61699], [-3.04066, 7.74076, 4.53477], [-3.80013, 7.82026, 3.20243], [-3.09551, 8.47516, 2.15661], [-2.13090, 7.67683, 1.49860], [1.51177, 5.86179, 2.09530], [0.73639, 6.87123, 3.31752], [1.63724, 5.40838, 3.80537], [-0.14949, 4.80062, 4.95694], [-1.08013, 3.63355, 4.00841], [-2.67430, 5.02258, 5.14722], [-2.72373, 5.35704, 3.40515], [-1.16322, 7.22726, 3.97785], [-2.70100, 8.75079, 4.77901], [-3.74291, 7.44781, 5.32243], [-4.68888, 8.43194, 3.37965], [-4.17313, 6.84515, 2.86693], [-2.44196, 6.63217, 1.41130], [-1.16588, 7.75234, 2.00438], [-1.99361, 8.07419, 0.49056], [-1.33174, -5.57325, -2.48398], [-0.32549, -6.26804, -1.76060], [-0.53345, -7.67870, -1.69094], [0.46755, -8.42555, -2.57076], [0.17663, -8.23087, -3.99021], [1.25064, -8.65575, -4.88862], [2.63384, -8.00669, -4.73411], [2.69181, -6.63673, -5.11225], [2.21489, -5.73099, -4.13623], [-1.22303, -4.50954, -2.27182], [-1.21231, -5.71936, -3.56104], [-2.33254, -5.88650, -2.17722], [-1.56540, -7.95381, -1.92950], [-0.34575, -7.96398, -0.65078], [0.41498, -9.49457, -2.33892], [1.46520, -8.06524, -2.30706], [-0.01102, -7.25252, -4.15748], [0.90371, -8.45028, -5.90508], [1.36172, -9.74236, -4.80966], [3.30698, -8.52549, -5.42208], [3.06162, -8.15110, -3.73517], [2.44677, -6.05404, -3.11756], [1.14089, -5.57276, -4.25672], [2.69954, -4.76608, -4.30406]]
}

***

{
  "formula": "C25H60ClIInO8",
  "method": "ωB97M-V/def2-TZVPD",
  "multiplicity": 1,
  "total_energy_ha": -2538.3766,
  "charge": -1,
  "homo_energy_ev": -4.79,
  "gap_ev": 6.87,
  "symbols": ["O", "C", "I", "C", "In", "C", "C", "O", "C", "C", "C", "O", "C", "C", "C", "Cl", "H", "H", "H", "H", "H", "H", "H", "H", "H", "H", "H", "H", "H", "H", "H", "H", "H", "H", "H", "H", "C", "C", "C", "O", "H", "H", "H", "H", "H", "H", "H", "H", "C", "C", "C", "O", "H", "H", "H", "H", "H", "H", "H", "H", "C", "C", "C", "O", "H", "H", "H", "H", "H", "H", "H", "H", "C", "C", "C", "O", "H", "H", "H", "H", "H", "H", "H", "H", "C", "C", "C", "O", "H", "H", "H", "H", "H", "H", "H", "H"],
  "positions_angstrom": [[-2.61143, -3.79349, 0.98618], [-3.51998, -2.94218, 0.83875], [-5.53557, -3.78350, 0.51553], [-3.25344, -1.37016, 0.89059], [-3.07844, -0.60785, -1.27756], [-1.83986, -2.21966, -2.34680], [-0.36860, -1.69709, -2.74956], [-0.56926, -0.49501, -3.55527], [-5.06307, -0.54273, -2.35858], [-5.84270, 0.84881, -2.25191], [-6.35293, 1.22085, -0.79045], [-7.37654, 0.26043, -0.41694], [-2.05508, 1.40038, -1.19622], [-0.49033, 1.35403, -0.84183], [-0.18103, 2.43032, 0.33177], [1.66412, 2.68576, 0.47123], [-2.19067, -1.27149, 1.31468], [-4.03531, -0.80564, 1.48990], [-1.81593, -3.19457, -1.73613], [-2.35410, -2.48496, -3.34732], [0.20110, -2.50397, -3.34612], [0.20008, -1.46866, -1.78006], [-1.08294, -0.76108, -4.35059], [-5.67607, -1.45278, -2.05220], [-4.82332, -0.69275, -3.47883], [-5.25737, 1.74418, -2.66164], [-6.76946, 0.75759, -2.93580], [-6.86291, 2.25762, -0.83772], [-5.50480, 1.31041, -0.01879], [-7.61554, 0.47092, 0.50802], [-2.27299, 1.94331, -2.17662], [-2.55690, 1.99658, -0.34075], [0.14036, 1.70577, -1.73464], [-0.17941, 0.33612, -0.44502], [-0.58027, 3.44160, -0.03355], [-0.64940, 2.14353, 1.32810], [0.68226, 7.72109, -1.60090], [0.18403, 7.03899, -0.33615], [1.01692, 7.43744, 0.87246], [0.24096, 5.62592, -0.50558], [1.71618, 7.43388, -1.81752], [0.08222, 7.41710, -2.46250], [0.63476, 8.80941, -1.50798], [-0.86289, 7.30341, -0.16420], [2.06227, 7.14041, 0.74086], [0.65503, 6.93164, 1.77131], [0.97942, 8.51730, 1.03957], [1.16335, 5.37965, -0.65806], [2.09695, 3.11656, 5.04133], [2.70576, 1.72671, 4.94046], [3.98446, 1.73934, 4.11773], [1.76494, 0.84052, 4.33949], [1.83356, 3.50003, 4.05033], [1.17292, 3.08999, 5.62558], [2.78978, 3.81784, 5.51437], [2.91813, 1.34513, 5.94318], [3.78710, 2.07485, 3.09430], [4.40414, 0.73214, 4.04407], [4.73435, 2.39946, 4.56320], [1.57061, 1.17065, 3.45008], [4.69385, -1.60402, 1.05776], [5.79158, -0.91718, 1.85450], [7.14124, -1.57595, 1.61849], [5.47232, -0.97044, 3.24444], [4.59303, -2.65266, 1.35599], [3.72806, -1.12759, 1.24506], [4.90092, -1.56479, -0.01470], [5.84406, 0.13822, 1.57368], [7.12556, -2.62412, 1.93586], [7.91893, -1.07966, 2.20545], [7.42020, -1.53489, 0.56323], [5.42282, -1.89962, 3.50352], [-9.90650, -8.19461, 0.64108], [-8.94017, -7.15331, 0.09739], [-7.49505, -7.58043, 0.29997], [-9.16414, -5.90904, 0.75611], [-9.76342, -8.33525, 1.71734], [-10.94078, -7.86974, 0.49906], [-9.77092, -9.15795, 0.14247], [-9.13094, -6.99571, -0.96751], [-7.26870, -7.70010, 1.36438], [-6.81178, -6.81860, -0.08463], [-7.28754, -8.52539, -0.20916], [-8.99777, -6.03713, 1.69888], [9.49593, -0.41232, -3.31421], [8.12842, -0.50181, -2.65490], [7.09873, 0.33251, -3.40057], [8.22109, -0.04706, -1.30621], [9.86184, 0.61951, -3.31505], [10.22804, -1.00731, -2.76181], [9.46113, -0.77074, -4.34615], [7.80303, -1.54514, -2.62394], [7.38223, 1.38998, -3.40438], [6.12424, 0.26792, -2.90991], [6.99211, -0.00363, -4.43503], [8.50811, 0.87504, -1.32176]]
}